[1]
{
  "formula": "C4H9NO2",
  "method": "the ωB97M-V functional and the def2-TZVPD basis",
  "species": ["C", "C", "N", "C", "O", "O", "C", "H", "H", "H", "H", "H", "H", "H", "H", "H"],
  "coordinates": [[-1.957286, 0.727415, 1.011704], [-1.737949, -0.576234, 0.259920], [-0.690436, -0.395135, -0.735172], [0.597779, -0.397429, -0.255197], [0.925598, -0.715143, 0.869578], [1.467127, -0.029633, -1.214975], [2.823090, 0.015467, -0.776819], [-1.113067, 0.892812, 1.690308], [-1.965724, 1.556590, 0.287430], [-2.898790, 0.729491, 1.568179], [-1.421206, -1.367243, 0.946048], [-2.641740, -0.917168, -0.255797], [-0.882720, 0.381234, -1.366636], [3.430701, 0.083141, -1.677821], [2.986976, 0.891425, -0.143892], [3.077642, -0.879593, -0.206856]],
  "atomic_forces_ev_per_a": [[0.0, 0.1, 0.0], [-0.1, 0.0, 0.1], [0.1, 0.2, 0.0], [0.0, -0.1, 0.3], [-0.1, 0.0, -0.4], [-0.1, 0.0, 0.0], [0.3, 0.0, 0.1], [-0.3, 0.0, 0.0], [-0.2, -0.1, 0.3], [0.2, 0.0, 0.0], [-0.1, 0.1, -0.2], [0.1, 0.1, 0.1], [0.2, -0.5, -0.1], [-0.1, 0.0, 0.1], [0.0, -0.1, -0.1], [0.0, 0.1, -0.1]],
  "nbo_charge": [-0.6242, -0.2236, -0.6282, 0.8802, -0.6510, -0.5142, -0.2585, 0.2248, 0.1930, 0.2139, 0.2245, 0.1940, 0.3889, 0.1926, 0.1846, 0.2031],
  "e_homo_ev": -9.8,
  "gap_ev": 10.741,
  "charge": 0,
  "smiles": "CCNC(=O)OC"
}

***

[2]
{
  "formula": "C4H9NO2",
  "method": "the ωB97M-V functional and the def2-TZVPD basis",
  "species": ["C", "N", "C", "O", "C", "C", "O", "H", "H", "H", "H", "H", "H", "H", "H", "H"],
  "coordinates": [[2.618399, 0.139882, -0.085296], [1.244801, -0.043676, -0.610800], [0.234792, 0.892783, -0.463501], [0.310528, 2.077191, -0.236224], [-1.111973, 0.223467, -0.644926], [-1.709524, -0.231600, 0.734237], [-2.069901, -1.604578, 0.582436], [2.772852, 1.110451, 0.385429], [3.101836, -0.629761, 0.510673], [3.186808, 0.073366, -1.030748], [0.979982, -1.003369, -0.501820], [-1.112594, -0.575815, -1.393262], [-1.923166, 0.855251, -0.973640], [-2.575740, 0.349846, 1.112200], [-1.051396, 0.070654, 1.566186], [-2.895704, -1.704093, 1.049057]],
  "atomic_forces_ev_per_a": [[0.6, 0.7, -2.3], [0.8, 0.4, 1.9], [-1.0, -1.0, -0.5], [1.0, 0.0, 0.2], [-1.5, 0.0, 0.8], [0.1, 0.4, -0.2], [0.4, 0.4, 0.6], [-0.2, 0.0, -0.2], [-1.0, -0.4, 0.5], [0.5, 0.6, 0.6], [-0.7, -0.2, -0.3], [0.2, -0.3, 0.6], [0.5, 1.0, -0.6], [-0.1, -0.1, -1.2], [0.7, -1.2, -0.2], [-0.3, -0.4, 0.2]],
  "nbo_charge": [-0.4390, -0.6228, 0.6826, -0.5994, -0.5398, -0.0575, -0.7181, 0.2257, 0.2066, 0.1988, 0.3915, 0.2322, 0.2363, 0.1671, 0.1645, 0.4713],
  "e_homo_ev": -9.6,
  "gap_ev": 10.382,
  "charge": 0,
  "smiles": "CNC(=O)CCO"
}

***

[3]
{
  "formula": "C4H9NO2",
  "method": "the ωB97M-V functional and the def2-TZVPD basis",
  "species": ["C", "O", "N", "C", "O", "H", "H", "H", "C", "C", "H", "H", "H", "H", "H", "H"],
  "coordinates": [[-2.137160, 1.896561, -2.026388], [-1.891544, 0.514156, -1.819455], [-0.777755, 0.389282, -0.962908], [-1.043454, 0.282904, 0.242505], [-1.151369, 0.177031, 1.397452], [-2.948409, 1.934310, -2.754021], [-2.450672, 2.385392, -1.093664], [-1.245023, 2.393826, -2.419013], [1.497288, -1.839879, 1.613336], [1.913085, -0.655374, 0.745593], [1.700148, -2.789937, 1.108742], [2.039395, -1.843805, 2.564468], [0.427243, -1.810133, 1.844844], [1.643979, 0.295858, 1.219163], [2.994230, -0.639783, 0.575754], [1.430020, -0.690407, -0.236407]],
  "atomic_forces_ev_per_a": [[-0.1, 0.2, -0.1], [-0.2, 0.0, -0.1], [0.1, -0.1, 0.6], [-0.1, 0.0, 0.4], [0.1, 0.1, -0.8], [0.1, 0.0, 0.1], [0.0, -0.1, -0.2], [-0.1, 0.0, 0.0], [0.0, -0.1, 0.1], [0.0, 0.1, -0.1], [0.0, 0.1, 0.1], [-0.1, 0.0, -0.1], [0.2, 0.0, 0.0], [0.1, -0.1, -0.1], [-0.1, 0.0, 0.0], [0.1, 0.0, 0.2]],
  "nbo_charge": [-0.2559, -0.3555, -0.3379, 0.8553, -0.4604, 0.2011, 0.1689, 0.1852, -0.6085, -0.6179, 0.2020, 0.2022, 0.2054, 0.1983, 0.2060, 0.2117],
  "e_homo_ev": -10.4,
  "gap_ev": 10.904,
  "charge": 0,
  "smiles": "CON=C=O.CC"
}

***

[4]
{
  "formula": "C4H9NO2",
  "method": "the ωB97M-V functional and the def2-TZVPD basis",
  "species": ["C", "C", "O", "C", "C", "N", "O", "H", "H", "H", "H", "H", "H", "H", "H", "H"],
  "coordinates": [[-0.379340, 0.447511, -2.048069], [-0.351862, -0.549829, -0.855499], [0.988097, -1.013224, -0.730337], [-0.844192, 0.180338, 0.395251], [-0.598431, -0.390358, 1.793375], [0.678773, -0.793885, 2.036211], [-1.463254, -0.360935, 2.648665], [0.155004, 1.380594, -1.803625], [-1.417813, 0.692712, -2.256401], [0.057938, 0.061807, -2.987176], [-0.998532, -1.405917, -1.092289], [1.301242, -0.573430, -1.527501], [-0.373602, 1.172319, 0.395735], [-1.923409, 0.322120, 0.303940], [0.871497, -1.179638, 2.948342], [1.290826, -0.997022, 1.258164]],
  "atomic_forces_ev_per_a": [[-0.4, -0.1, 0.2], [-0.5, 0.5, -0.4], [0.0, 0.4, -0.5], [-0.1, 0.1, 0.0], [0.1, 0.0, -0.2], [-0.1, -0.1, 0.1], [0.1, -0.1, -0.1], [-0.2, -0.3, 0.1], [-0.1, 0.2, -0.1], [-0.2, -0.2, 0.5], [0.1, 0.1, 0.2], [1.3, -0.6, 0.3], [-0.1, -0.1, 0.1], [0.1, 0.1, 0.1], [0.0, 0.0, -0.1], [-0.1, 0.1, 0.1]],
  "nbo_charge": [-0.6600, 0.1007, -0.7295, -0.5268, 0.6778, -0.8349, -0.6149, 0.2123, 0.2312, 0.2132, 0.1719, 0.4792, 0.2222, 0.2389, 0.3984, 0.4202],
  "e_homo_ev": -9.6,
  "gap_ev": 10.352,
  "charge": 0,
  "smiles": "C[C@@H](O)CC(N)=O"
}

***

[5]
{
  "formula": "C4H9NO2",
  "method": "the ωB97M-V functional and the def2-TZVPD basis",
  "species": ["O", "C", "O", "C", "C", "C", "N", "H", "H", "H", "H", "H", "H", "H", "H", "H"],
  "coordinates": [[1.145223, 2.383007, -0.760687], [0.472030, 1.699127, -0.058926], [-0.320068, 2.116919, 0.943779], [0.439168, 0.146414, -0.172544], [-0.853986, -0.620950, -0.452981], [-1.252464, -1.478975, 0.738754], [1.560767, -0.071701, -1.173785], [0.181445, 2.063989, 1.775829], [0.941440, -0.277722, 0.695195], [-1.684472, -0.055572, -0.879176], [-0.637879, -1.228324, -1.338530], [-1.455701, -0.862106, 1.610057], [-0.531088, -2.269161, 0.923724], [-2.209201, -1.953653, 0.511382], [1.824095, 0.757894, -1.726550], [2.380689, -0.349185, -0.635540]],
  "atomic_forces_ev_per_a": [[0.0, 0.1, -0.2], [-0.6, -0.4, 0.5], [0.4, -0.1, 0.0], [1.5, 0.1, -1.3], [-0.2, -0.5, -1.0], [-0.8, 0.1, -0.5], [-0.1, 1.4, 2.0], [-0.3, 0.3, 0.1], [-0.6, 0.0, 0.5], [0.2, 0.7, 0.7], [0.2, -0.4, 0.3], [0.3, 0.0, 0.2], [0.1, 0.1, 0.3], [0.1, -0.1, 0.0], [-0.6, -0.2, -0.8], [0.4, -0.9, -0.7]],
  "nbo_charge": [-0.4935, 0.8079, -0.6624, -0.1858, -0.4244, -0.6134, -0.2201, 0.5224, 0.2441, 0.2596, 0.2385, 0.2250, 0.2204, 0.2502, 0.4336, 0.3980],
  "spin_multiplicity": 2,
  "e_homo_ev": [-16.0, -15.9],
  "s2": 0.7542,
  "gap_ev": [12.111, 6.900],
  "charge": 1
}

***

[6]
{
  "formula": "C4H9NO2S",
  "method": "the ωB97M-V functional and the def2-TZVPD basis",
  "species": ["O", "C", "C", "C", "S", "N", "C", "O", "H", "H", "H", "H", "H", "H", "H", "H", "H"],
  "coordinates": [[1.435058, 1.072748, -1.771933], [0.596022, 0.316299, -1.342871], [-0.154965, 0.581906, -0.054958], [0.508025, 1.564684, 0.894537], [0.414147, 3.295432, 0.198156], [-0.359511, -0.677072, 0.690211], [-1.126472, -1.731920, 0.121771], [-0.308004, -2.792369, -0.353758], [0.463010, -0.654361, -1.868663], [-1.163018, 0.971105, -0.231644], [-0.077929, 1.726072, 1.795420], [1.536990, 1.330787, 1.140194], [1.518655, 3.296580, -0.510965], [0.485382, -1.042519, 1.102716], [-1.782636, -2.170414, 0.897127], [-1.706104, -1.434606, -0.753492], [-0.278645, -3.652353, 0.048149]],
  "atomic_forces_ev_per_a": [[-0.1, -0.2, 0.0], [0.9, 0.5, -0.4], [-0.6, -1.2, 1.0], [-0.2, 1.7, -1.0], [-0.4, -0.3, 0.7], [0.0, 0.6, -0.1], [-0.4, -1.6, 0.7], [1.1, 0.5, -1.5], [-0.5, 0.1, 0.3], [0.1, 0.0, -0.4], [0.0, -0.6, 0.1], [0.1, -0.1, 0.0], [0.5, -0.1, -0.5], [0.1, 0.0, 0.0], [-0.1, 0.3, -0.4], [-0.1, 0.5, 0.3], [-0.7, -0.1, 0.8]],
  "nbo_charge": [-0.5211, 0.4164, -0.1817, -0.4820, -0.0681, -0.6441, 0.0983, -0.7737, 0.1357, 0.2268, 0.2371, 0.2256, 0.1391, 0.3750, 0.1570, 0.1713, 0.4885],
  "e_homo_ev": -8.8,
  "gap_ev": 9.545,
  "charge": 0,
  "smiles": "O=C[C@H](CS)NCO"
}

***

Electronic energy values (in eV) by entry order: -9879.4966; -9878.2009; -9876.2879; -9879.3487; -9869.0990; -20712.9807.
Relative energy (zero: lowest compared OMol25 entry of this formula, charge and spin) values (in kJ/mol) by entry order: 54.4; 179.4; 364.0; 68.7; 202.9; 198.0.